Entry 1:
50
Properties=species:S:1:pos:R:3:mulliken_charge:R:1 method="wB97M-V/def2-TZVPD" homo_ev="-4.60 / -4.56" total_charge=-1 orbital_gap_ev="4.35 / 4.30"
Ir 0.999 -0.489 1.023 1.57
C 4.566 2.070 6.011 -1.43
C 4.095 2.098 4.582 1.10
C 2.925 2.773 4.242 -0.88
C 2.462 2.782 2.939 -0.27
C 3.174 2.110 1.958 0.47
C 4.340 1.433 2.272 -0.51
C 4.796 1.434 3.582 -0.84
S 2.578 2.110 0.284 1.00
O 3.079 0.864 -0.284 -0.59
O 3.021 3.349 -0.319 -0.83
N 1.016 1.969 0.403 0.07
C 0.031 2.934 0.137 0.03
C 0.325 4.262 -0.140 -0.59
C -0.704 5.150 -0.457 -0.88
C -2.018 4.756 -0.561 -0.82
C -2.377 3.426 -0.312 0.85
C -3.730 2.934 -0.483 -0.72
C -4.064 1.611 -0.464 -0.85
C -3.048 0.634 -0.204 -0.39
N -0.736 0.301 0.923 -0.99
C -1.353 2.577 0.161 0.04
H 4.641 3.080 6.420 0.34
H 5.542 1.593 6.096 0.35
H 3.862 1.516 6.636 0.29
H 2.350 3.269 5.015 0.33
H 1.534 3.278 2.686 0.25
H 4.866 0.893 1.496 0.49
H 5.702 0.895 3.834 0.27
H 1.354 4.584 -0.132 0.60
H -0.449 6.187 -0.645 0.37
H -2.786 5.465 -0.847 0.38
H -4.470 3.679 -0.757 0.36
H -5.040 1.286 -0.804 0.42
H -2.928 -0.228 -0.843 0.48
O 3.855 -4.538 -3.563 -0.58
C 3.317 -3.841 -2.752 0.55
S 3.776 -3.793 -1.037 -0.18
C 2.568 -2.630 -0.545 0.07
C 1.736 -2.129 -1.524 0.28
S 0.468 -1.069 -1.163 -0.49
S 1.995 -2.716 -3.145 -0.16
S 2.410 -2.199 1.099 -0.37
Cl -1.898 1.131 0.835 0.92
C -2.671 1.454 2.138 0.24
Cl 0.610 -0.133 3.408 -0.64
Cl -3.591 2.230 3.265 -0.13
C -2.351 -2.396 2.042 0.80
O -3.451 -2.250 2.378 -0.46
O -1.256 -2.581 1.716 -0.35



Entry 2:
15
Properties=species:S:1:pos:R:3:mulliken_charge:R:1 method="wB97M-V/def2-TZVPD" homo_ev=-9.40 orbital_gap_ev=9.81
C 2.135 -0.665 -0.123 -0.84
C 0.545 -0.495 -0.165 0.35
C -0.452 -1.380 0.021 -0.34
C -1.686 -0.569 -0.111 0.24
C -1.350 0.747 -0.415 0.07
C -0.615 1.755 0.462 -0.30
H 2.465 -0.291 1.121 0.20
H 2.127 -1.931 -0.204 0.25
H 2.810 0.031 -0.850 0.29
H -0.351 -2.445 0.542 0.25
H -1.989 1.117 -1.278 0.28
H -0.254 1.561 1.570 0.22
H -0.652 2.722 0.065 0.29
N 0.086 0.871 -0.619 -0.36
O -2.818 -1.029 -0.018 -0.62



Entry 3:
25
Properties=species:S:1:pos:R:3:mulliken_spin:R:1 method="wB97M-V/def2-TZVPD" homo_ev="0.18 / -1.53" multiplicity=2 total_charge=-2 orbital_gap_ev="4.80 / 6.48"
Zn 7.001 6.413 8.190 -0.02
N 10.259 3.685 9.250 0.00
C 9.451 4.753 8.974 0.01
S 7.691 4.439 9.170 -0.01
N 9.972 5.845 8.597 0.00
N 9.061 6.822 8.269 0.00
C 9.577 7.935 7.847 0.00
C 8.835 9.107 7.485 0.00
C 9.523 10.257 7.008 0.00
C 8.822 11.381 6.622 0.00
C 7.456 11.514 6.852 0.00
C 6.790 10.547 7.467 0.01
C 7.434 9.325 7.800 0.00
O 6.630 8.409 8.264 0.01
H 9.820 2.821 8.966 0.00
H 11.223 3.880 8.938 0.00
H 10.674 7.979 7.832 0.00
H 10.578 10.124 6.860 0.00
H 9.308 12.184 6.011 0.00
H 6.963 12.369 6.484 0.00
H 5.704 10.693 7.641 0.00
S 3.573 4.520 4.562 0.19
Sb 4.934 5.947 5.734 0.52
S 4.603 6.187 7.947 0.13
S 7.130 6.054 5.345 0.16



Number 1: total energy -129775.498 eV. Number 2: total energy -9868.681 eV. Number 3: total energy -113227.361 eV.